{
  "formula": "C2H2N4O3",
  "method": "the ωB97M-V functional and the def2-TZVPD basis",
  "homo_ev": [-8.874, -11.563],
  "multiplicity": 3,
  "lumo_ev": [-1.304, -3.042],
  "s_squared": 2.010,
  "total_charge": 0,
  "orbital_gap_ev": [7.6, 8.5],
  "species": ["C", "C", "N", "N", "N", "N", "O", "O", "O", "H", "H"],
  "xyz": [[-1.2741, 1.4767, -0.0578], [-0.1488, -0.0905, -0.3259], [-1.9353, 2.3902, -0.0980], [2.1156, 0.3886, -0.2997], [1.0278, -0.0745, 0.3453], [-1.1563, -1.0591, -0.0232], [-2.1355, -1.0335, -0.6502], [3.1971, 0.3010, 0.2456], [-0.9099, -1.7674, 0.9098], [0.0344, 0.1503, -1.3441], [1.1849, -0.6818, 1.2981]],
  "forces_ev_per_angstrom": [[3.48, -4.59, -0.23], [-0.05, 4.95, 0.11], [-1.72, 2.49, 0.02], [-0.15, 0.26, -0.77], [-0.71, -3.04, 3.99], [1.36, -0.37, 1.31], [-2.74, -0.17, -2.13], [1.13, 0.06, 0.39], [0.49, -1.29, 1.47], [-0.39, -0.36, -1.00], [-0.70, 2.07, -3.15]]
}



{
  "formula": "CH3IN2O2",
  "method": "the ωB97M-V functional and the def2-TZVPD basis",
  "homo_ev": -9.719,
  "lumo_ev": -0.988,
  "total_charge": 0,
  "orbital_gap_ev": 8.7,
  "species": ["C", "N", "N", "O", "O", "I", "H", "H", "H"],
  "xyz": [[1.2023, -0.5176, -0.1293], [2.3284, 2.7842, 0.0865], [1.3331, 2.3432, 0.2245], [3.3829, 3.1185, -0.1802], [2.2324, 0.4265, 0.0217], [3.8984, -0.7563, -0.1760], [0.3267, 0.0380, 0.1265], [1.3155, -1.3779, 0.4202], [1.0677, -0.7358, -1.2801]],
  "forces_ev_per_angstrom": [[-1.58, 2.11, -4.13], [-2.08, -0.13, -0.15], [-3.03, 0.96, 0.99], [4.23, 1.50, -0.60], [2.84, -3.30, -0.05], [0.02, 0.84, 0.06], [-0.89, 0.09, 0.48], [0.18, -1.96, 1.30], [0.31, -0.10, 2.11]]
}



{
  "formula": "C12H28IInO7PS3",
  "method": "the ωB97M-V functional and the def2-TZVPD basis",
  "homo_ev": -3.949,
  "lumo_ev": 2.019,
  "total_charge": -1,
  "orbital_gap_ev": 6.0,
  "species": ["O", "P", "In", "I", "H", "H", "H", "H", "C", "C", "C", "S", "O", "O", "C", "H", "H", "H", "H", "H", "H", "H", "H", "C", "C", "C", "S", "O", "O", "C", "H", "H", "H", "H", "H", "H", "H", "H", "C", "C", "C", "S", "O", "O", "C", "H", "H", "H", "H", "H", "H", "H", "H"],
  "xyz": [[-3.9644, -0.6556, -3.5262], [-3.1801, -1.7859, -4.4729], [-0.7326, -1.2070, -3.9233], [-3.6084, -0.9794, -6.7811], [-3.5216, 0.1910, -3.6569], [-0.6269, 0.5155, -3.5460], [0.3376, -1.6138, -5.2816], [-0.3458, -2.1148, -2.4446], [1.2764, 3.4737, 0.4120], [0.3896, 3.2251, 1.6432], [-0.8888, 2.5360, 1.1473], [-0.4283, 1.6253, -0.3340], [-1.1274, 2.2220, -1.4370], [-0.4835, 0.2154, -0.0612], [1.2784, 2.1640, -0.3755], [2.2863, 3.7679, 0.6916], [0.8491, 4.2725, -0.1968], [0.9156, 2.5717, 2.3406], [0.1551, 4.1457, 2.1736], [-1.2828, 1.8317, 1.8673], [-1.6565, 3.2544, 0.8751], [1.5875, 2.2682, -1.4117], [1.8753, 1.3975, 0.1175], [4.3409, -3.4198, -2.7719], [3.6902, -2.5459, -3.8540], [3.2727, -1.2324, -3.1859], [4.4119, -0.9758, -1.8218], [3.6981, -1.0406, -0.5720], [5.2831, 0.1420, -2.0996], [5.3187, -2.5083, -2.0329], [4.8483, -4.2836, -3.1981], [3.5782, -3.7834, -2.0822], [4.4144, -2.3478, -4.6466], [2.8291, -3.0292, -4.3084], [3.3404, -0.3818, -3.8557], [2.2685, -1.3084, -2.7860], [5.6216, -2.8768, -1.0565], [6.1954, -2.2881, -2.6398], [-4.7087, -0.3733, 4.6179], [-3.5681, -1.1634, 3.9579], [-2.4968, -0.1514, 3.5302], [-2.6376, 1.2335, 4.6726], [-3.0626, 2.3995, 3.9401], [-1.4812, 1.2827, 5.5303], [-4.0391, 0.5971, 5.5888], [-5.4103, -1.0270, 5.1319], [-5.2614, 0.1829, 3.8597], [-3.1468, -1.8650, 4.6790], [-3.9152, -1.7401, 3.1048], [-1.4905, -0.5522, 3.5952], [-2.6776, 0.2265, 2.5274], [-4.6707, 1.4275, 5.8917], [-3.6487, 0.0813, 6.4642]],
  "forces_ev_per_angstrom": [[0.04, 0.12, -0.48], [-0.13, -0.62, 0.59], [0.46, 0.22, -0.03], [0.02, 0.22, -0.28], [0.02, 0.18, 0.38], [-0.10, -0.10, -0.16], [-0.03, -0.09, 0.08], [-0.04, -0.08, -0.21], [-0.11, -0.09, 0.02], [0.01, -0.06, -0.14], [0.29, 0.19, 0.28], [0.16, 0.16, 0.16], [-0.19, 0.02, -0.12], [-0.19, -0.11, -0.02], [0.15, 0.19, 0.11], [0.04, 0.01, 0.01], [0.00, 0.01, -0.04], [0.01, -0.04, 0.01], [-0.01, 0.04, 0.02], [-0.11, -0.05, 0.05], [-0.06, -0.03, -0.11], [-0.07, -0.07, -0.07], [0.01, -0.06, -0.02], [-0.03, 0.13, -0.02], [0.11, -0.03, 0.07], [0.01, -0.15, -0.25], [0.01, -0.11, -0.25], [0.00, 0.12, 0.14], [0.00, 0.07, 0.10], [-0.05, -0.26, -0.09], [0.02, -0.03, -0.01], [-0.02, 0.00, 0.04], [0.04, 0.01, 0.00], [-0.08, 0.03, -0.01], [-0.02, 0.12, 0.04], [-0.19, 0.06, 0.23], [-0.01, 0.09, 0.07], [0.03, 0.06, -0.02], [0.14, 0.02, -0.04], [-0.01, 0.11, 0.07], [-0.15, -0.24, 0.01], [-0.03, -0.29, -0.02], [0.07, 0.14, 0.02], [0.06, 0.17, 0.01], [-0.22, -0.18, -0.08], [-0.03, -0.03, 0.02], [-0.02, 0.04, -0.01], [0.02, -0.01, 0.04], [-0.01, -0.02, -0.06], [0.10, 0.08, -0.02], [-0.02, 0.07, -0.02], [0.07, 0.10, 0.00], [0.05, 0.00, 0.03]]
}



{
  "formula": "C3H4F3NO",
  "method": "the ωB97M-V functional and the def2-TZVPD basis",
  "homo_ev": -9.860,
  "lumo_ev": 0.602,
  "total_charge": 0,
  "orbital_gap_ev": 10.5,
  "species": ["C", "C", "N", "O", "H", "H", "H", "F", "C", "F", "F", "H"],
  "xyz": [[-2.0830, 0.0239, -0.4947], [-0.9787, -0.8394, -0.5590], [0.0565, -1.2941, -0.3909], [1.0187, -1.9406, -0.2104], [-2.4050, -0.0341, 0.5366], [-2.8696, -0.3170, -1.0283], [-1.7830, 0.9875, -0.8555], [2.6576, 1.0565, 1.5273], [1.8102, 0.6232, 0.6080], [2.1659, 1.0746, -0.6023], [0.6099, 1.1344, 0.8986], [1.8004, -0.4751, 0.5706]],
  "forces_ev_per_angstrom": [[0.73, 1.09, 1.71], [1.04, -0.48, -0.49], [-2.68, 0.14, -0.52], [3.12, -2.12, 0.25], [-0.17, 0.82, 0.39], [-2.51, -1.08, -2.04], [-0.12, 0.77, 0.22], [0.57, 0.49, 0.27], [0.26, -1.05, -0.18], [0.14, 0.41, -0.07], [-0.49, 0.32, 0.12], [0.10, 0.69, 0.34]]
}



{
  "formula": "C15H19N3OS",
  "method": "the ωB97M-V functional and the def2-TZVPD basis",
  "homo_ev": -8.730,
  "lumo_ev": 0.512,
  "total_charge": 0,
  "orbital_gap_ev": 9.2,
  "species": ["C", "C", "S", "C", "C", "C", "C", "C", "C", "C", "O", "N", "C", "C", "C", "N", "C", "C", "N", "C", "H", "H", "H", "H", "H", "H", "H", "H", "H", "H", "H", "H", "H", "H", "H", "H", "H", "H", "H"],
  "xyz": [[-4.4225, -2.0486, -0.7154], [-2.9872, -2.2186, -0.2619], [-2.6822, -1.3783, 1.3349], [-2.9538, 0.3199, 0.8432], [-4.0030, 1.0004, 1.4429], [-4.2936, 2.3019, 1.0749], [-3.5506, 2.9207, 0.0833], [-2.5036, 2.2436, -0.5142], [-2.1728, 0.9497, -0.1252], [-0.9969, 0.3184, -0.8044], [-0.8151, 0.4026, -2.0036], [-0.1376, -0.3073, 0.0317], [1.0722, -0.9380, -0.4325], [2.3159, -0.2157, 0.0869], [3.5965, -0.8557, -0.4582], [4.7666, -0.1857, 0.0369], [5.3247, 0.9557, -0.4678], [6.3667, 1.2638, 0.3574], [6.4560, 0.3455, 1.3543], [5.4886, -0.5003, 1.1389], [-4.5841, -2.6023, -1.6380], [-5.1093, -2.4213, 0.0417], [-4.6432, -0.9985, -0.9000], [-2.7522, -3.2641, -0.0655], [-2.2861, -1.8211, -0.9947], [-4.5899, 0.4952, 2.1946], [-5.1106, 2.8233, 1.5503], [-3.7864, 3.9279, -0.2248], [-1.9148, 2.7076, -1.2912], [-0.3511, -0.3577, 1.0161], [1.0430, -0.8991, -1.5248], [1.0853, -1.9857, -0.1121], [2.2763, 0.8318, -0.2185], [2.3330, -0.2483, 1.1791], [3.6443, -1.9060, -0.1557], [3.5954, -0.8084, -1.5513], [4.9473, 1.4298, -1.3504], [7.0564, 2.0814, 0.2975], [5.2783, -1.3588, 1.7457]],
  "forces_ev_per_angstrom": [[0.07, -0.06, -0.04], [-0.02, 0.29, 0.33], [-0.21, -0.05, 0.07], [0.17, -0.48, 0.11], [-0.02, 0.08, 0.02], [-0.02, 0.04, 0.03], [0.00, 0.02, 0.00], [0.10, -0.07, -0.05], [-0.32, 0.24, -0.06], [0.16, -0.10, 0.39], [-0.04, 0.13, -0.33], [0.26, 0.07, 0.08], [0.22, 0.12, -0.09], [-0.02, -0.27, -0.24], [-0.62, -0.01, 0.09], [0.34, 0.03, 0.03], [0.12, 0.25, -0.12], [-0.15, 0.10, -0.22], [0.30, -0.14, 0.50], [-0.01, -0.13, 0.06], [-0.07, -0.02, -0.12], [-0.06, -0.01, 0.02], [-0.05, 0.03, -0.03], [0.08, -0.01, -0.05], [0.03, -0.17, -0.04], [-0.09, -0.05, 0.02], [-0.07, 0.05, 0.04], [-0.01, 0.09, -0.03], [0.04, 0.05, -0.08], [-0.12, 0.00, -0.18], [0.01, -0.11, 0.13], [0.00, 0.01, -0.08], [-0.01, 0.01, 0.04], [0.04, 0.06, 0.01], [0.05, 0.07, -0.11], [0.05, -0.09, 0.10], [-0.10, 0.08, -0.19], [0.10, 0.20, -0.10], [-0.14, -0.24, 0.08]]
}



{
  "formula": "C13H21O10Rb2",
  "method": "the ωB97M-V functional and the def2-TZVPD basis",
  "homo_ev": [-3.291, -7.390],
  "multiplicity": 2,
  "lumo_ev": [-0.466, -0.475],
  "s_squared": 0.750,
  "total_charge": 0,
  "orbital_gap_ev": [2.8, 6.9],
  "species": ["Rb", "Rb", "C", "O", "H", "H", "H", "C", "C", "C", "O", "C", "O", "O", "H", "H", "H", "H", "H", "H", "C", "C", "C", "O", "C", "O", "O", "H", "H", "H", "H", "H", "H", "C", "C", "C", "O", "C", "O", "O", "H", "H", "H", "H", "H", "H"],
  "xyz": [[-4.0692, -1.7926, -0.8701], [-2.5845, 0.2276, -4.2856], [-0.7101, -0.1608, -0.7902], [-1.3899, -0.8940, -1.8199], [-1.0429, -0.3701, 0.2264], [0.3528, -0.4020, -0.7860], [-0.8081, 0.8982, -1.0291], [3.2107, -1.6434, -0.5375], [3.1551, -2.9070, -1.3073], [4.3674, -3.1295, -2.2915], [4.8065, -4.4090, -1.9393], [4.2410, -4.8660, -0.8214], [4.4478, -5.9545, -0.3010], [3.4293, -3.9093, -0.2796], [2.4670, -1.5953, 0.2579], [3.2864, -0.7627, -1.1752], [4.1525, -1.6496, 0.0112], [2.2526, -3.2979, -1.7773], [5.1541, -2.4056, -2.0789], [4.0917, -2.9397, -3.3288], [-3.8886, 6.1090, -1.0000], [-2.9389, 5.1454, -1.7859], [-2.6717, 3.9109, -0.9687], [-3.1258, 2.9028, -1.8392], [-3.7191, 3.4433, -2.9737], [-4.1641, 2.7752, -3.8883], [-3.6224, 4.7721, -2.9110], [-4.2094, 6.9816, -1.5691], [-3.3878, 6.5632, -0.1450], [-4.8338, 5.6940, -0.6498], [-2.0351, 5.6995, -2.0396], [-3.2347, 3.8931, -0.0355], [-1.6300, 3.5902, -0.9626], [1.7858, -2.2986, 3.5336], [0.7128, -1.2803, 3.0972], [-0.6977, -1.8897, 3.0588], [-1.2395, -1.1471, 4.0432], [-0.5598, -0.1430, 4.4678], [-0.9615, 0.5737, 5.3785], [0.6199, -0.1786, 3.9804], [1.4376, -2.8409, 4.4127], [2.7689, -1.8618, 3.7088], [1.8339, -3.0153, 2.7137], [0.9237, -0.9125, 2.0930], [-0.8429, -2.9696, 3.0875], [-1.1297, -1.5532, 2.1163]],
  "forces_ev_per_angstrom": [[0.43, 0.09, -0.15], [0.14, -0.19, 0.60], [-0.70, -1.10, -2.33], [-0.11, 0.58, 0.96], [-0.46, 0.11, 0.44], [0.50, 0.03, 0.01], [0.11, 0.57, 0.55], [0.31, 0.94, 0.18], [1.31, -1.54, 0.09], [-1.04, 1.74, 1.34], [0.53, -1.11, -1.15], [-0.21, -1.73, 2.32], [-0.32, 2.56, -1.48], [0.43, -1.03, -0.88], [-0.37, 0.27, -0.49], [-0.64, 0.12, 0.08], [0.21, -0.17, -0.08], [-0.38, 0.92, -0.02], [0.18, -0.03, 0.20], [-0.06, -0.92, -0.09], [0.44, 0.76, -0.07], [-0.70, 3.34, 2.98], [0.84, -0.90, -0.87], [-2.22, -1.05, -2.20], [0.47, -1.66, 0.02], [0.72, 1.19, 1.54], [-0.83, -1.29, -2.17], [0.28, -0.12, -0.54], [0.20, -0.33, 0.19], [0.24, -0.69, -0.04], [0.02, -0.13, -0.23], [0.41, -0.13, 0.08], [0.25, 0.92, 1.27], [-0.76, 0.44, -0.32], [1.93, -1.89, -1.20], [1.46, 0.89, -2.52], [-5.08, -1.54, 1.63], [-1.71, 2.03, 4.85], [0.78, -0.56, -2.03], [2.78, 0.59, -1.31], [0.14, 0.09, 0.15], [-0.13, 0.03, -0.03], [0.28, -0.13, 0.02], [0.35, 0.23, 0.13], [0.29, 0.09, 0.82], [-0.32, -0.28, -0.25]]
}



{
  "formula": "C9H17N2",
  "method": "the ωB97M-V functional and the def2-TZVPD basis",
  "homo_ev": -12.394,
  "lumo_ev": -3.053,
  "total_charge": 1,
  "orbital_gap_ev": 9.3,
  "species": ["C", "N", "C", "C", "C", "C", "N", "C", "C", "C", "C", "H", "H", "H", "H", "H", "H", "H", "H", "H", "H", "H", "H", "H", "H", "H", "H", "H"],
  "xyz": [[0.2577, -1.6955, -2.5982], [-0.1037, -0.8556, -1.4163], [0.8164, 0.2308, -1.1786], [0.5349, 1.0215, 0.1386], [1.8716, 1.7965, 0.4032], [-0.6431, 1.9835, -0.0141], [0.2355, 0.0610, 1.2773], [-0.8332, -0.9894, 0.9743], [-2.1493, -0.6481, 1.6802], [-0.3989, -2.3492, 0.7590], [-0.5654, -1.5283, -0.3731], [-0.2062, -1.1891, -3.4992], [1.3959, -1.6218, -2.8103], [0.1248, -2.7290, -2.2655], [0.7534, 0.8840, -1.9443], [1.9104, -0.1925, -1.1531], [2.1147, 2.4433, -0.3369], [2.8869, 1.2070, 0.6640], [1.5632, 2.5388, 1.2047], [-1.0594, 2.2366, 0.9732], [-1.3992, 1.6751, -0.6841], [-0.4438, 2.9605, -0.3770], [-0.0888, 0.5778, 2.1691], [1.1671, -0.4958, 1.4920], [-2.4033, 0.3749, 1.7780], [-1.9484, -1.1352, 2.7007], [-2.9174, -1.2097, 1.1758], [-0.4725, -3.3521, 1.2605]],
  "forces_ev_per_angstrom": [[1.89, 1.67, -0.36], [-0.04, -1.55, -2.05], [1.13, -2.45, 3.64], [1.44, 0.28, -1.41], [-0.38, -1.53, 4.40], [0.08, 0.14, 1.53], [2.18, -0.44, 2.38], [-0.78, 0.95, -0.50], [1.65, -2.09, 1.09], [-0.60, -0.33, -2.43], [1.24, -1.02, 4.27], [0.06, -1.60, 0.87], [-1.61, 0.03, 0.55], [-0.72, 0.11, -1.04], [-0.06, 2.30, -2.56], [-1.82, 0.60, 0.07], [0.51, 1.58, -2.92], [-2.71, 0.99, -0.34], [0.98, -0.96, -0.24], [-0.19, -0.41, -0.21], [-1.00, -1.01, -0.40], [1.21, 0.82, -0.55], [1.09, -0.69, -1.67], [-2.16, 1.44, -0.27], [-0.24, 1.00, 0.01], [-0.92, 0.93, -1.09], [-0.45, -0.05, 0.04], [0.22, 1.27, -0.81]]
}



| no. | E (eV) |
| --- | --- |
| 1 | -14198.9994 |
| 2 | -16257.0722 |
| 3 | -82299.3557 |
| 4 | -14862.9089 |
| 5 | -33217.0506 |
| 6 | -35603.9429 |
| 7 | -12578.1687 |